1.
82
Properties=species:S:1:pos:R:3:forces:R:3 method="wB97M-V/def2-TZVPD" total_charge=+3 homo_energy_ev="-15.33 / -15.08" max_force_ev_per_a=1.63 spin_multiplicity=2 total_energy_ha=-4939.64726
Re -0.0195 0.2288 0.2791 0.2565 0.6906 -1.4593
Br 5.6806 3.4539 -3.2747 0.0727 0.0515 -0.0110
C 4.2194 2.3705 -2.8545 0.0052 0.0856 0.0385
C 4.1746 1.0571 -3.2812 -0.0271 -0.1121 -0.0153
C 3.0714 0.2618 -2.9769 0.0676 -0.1408 -0.1373
C 2.0308 0.7927 -2.2567 0.0104 -0.1961 0.1203
O 0.8610 0.0294 -1.9563 -0.2526 0.1669 -0.1301
C 2.0580 2.1028 -1.7908 0.0571 0.2397 0.2860
C 0.9697 2.7642 -1.0866 0.3163 0.1224 -0.4851
N -0.0879 2.1825 -0.6664 -0.2384 -0.5676 1.3579
C -1.2409 2.9493 -0.2954 0.1896 0.1278 -0.2263
C -1.4125 4.2956 -0.4664 0.0977 0.2230 -0.0545
C -2.6425 4.9033 -0.1363 0.0836 -0.0028 -0.0099
C -3.6939 4.1512 0.3050 -0.0600 -0.0074 0.0154
C -3.5526 2.7501 0.4439 -0.1825 0.0720 0.0447
C -4.6006 1.8901 0.8454 -0.0664 0.0788 0.0310
C -4.3624 0.5493 0.9378 -0.0105 -0.0724 0.0049
C -3.0729 0.0632 0.6666 -0.0750 -0.0321 0.0071
N -2.0727 0.8321 0.2861 -0.1545 -0.2105 0.2324
C -2.3113 2.1691 0.1591 0.0317 -0.1612 -0.0554
C 3.1648 2.8851 -2.1145 0.0645 0.0914 0.0915
H 4.9910 0.6454 -3.8603 -0.0300 -0.0032 0.0227
H 3.0501 -0.7593 -3.3340 0.0137 0.0779 -0.0180
H 1.0640 3.8443 -0.9930 -0.0835 -0.0006 -0.2435
H -0.6225 4.9165 -0.8724 -0.1046 0.0131 0.0292
H -2.7521 5.9723 -0.2591 0.0203 -0.0243 -0.0050
H -4.6462 4.6131 0.5376 0.0430 -0.0230 -0.0236
H -5.5761 2.3032 1.0774 0.0476 -0.0200 -0.0312
H -5.1383 -0.1420 1.2383 0.0360 0.0096 -0.0199
H -2.8459 -0.9863 0.7859 0.0105 -0.1086 0.0286
H 3.2005 3.9160 -1.7789 -0.0075 -0.0559 -0.0495
N 1.9302 -2.1866 -1.1866 0.0808 -0.1805 0.3018
P 0.7301 -1.5549 -2.1061 -0.2351 -0.1759 0.3593
C -0.8772 -1.9645 -1.5006 -0.0491 -0.0369 0.0510
C -1.9945 -1.6212 -2.2770 -0.0493 -0.0007 -0.0067
C -3.2161 -2.2105 -2.0086 -0.0179 0.0150 0.0201
C -3.3250 -3.1593 -0.9923 -0.0105 0.0416 0.0329
C -2.2240 -3.4958 -0.2139 0.0162 0.0298 0.0031
C -0.9936 -2.9041 -0.4639 -0.0672 -0.0199 -0.0180
C 0.8911 -2.1030 -3.7578 0.0960 0.0723 -0.1797
C 0.5925 -1.2029 -4.7872 0.0663 -0.0862 -0.0473
C 0.5919 -1.6578 -6.0953 -0.0018 -0.0125 -0.0226
C 0.8793 -2.9912 -6.3684 -0.0187 0.0347 -0.0254
C 1.1716 -3.8827 -5.3415 0.0150 -0.0354 -0.0124
C 1.1713 -3.4474 -4.0284 -0.0008 0.0413 0.0062
C 2.4883 -1.7115 0.0227 -0.0472 0.0129 -0.1247
C 3.5766 -2.4053 0.5360 0.1060 -0.0768 -0.0238
C 4.2071 -1.9264 1.6620 0.0617 -0.0303 0.0456
C 3.7572 -0.7372 2.2313 0.0849 -0.0683 0.0172
C 2.6639 -0.1292 1.6793 -0.0509 0.0747 -0.0765
N 1.9881 -0.6105 0.6019 0.0064 0.0355 0.0535
H 2.3785 -3.0189 -1.5476 0.0803 0.0456 -0.0353
H -1.8995 -0.9281 -3.1067 -0.0117 -0.0277 0.0492
H -4.0789 -1.9612 -2.6136 0.0335 -0.0071 0.0301
H -4.2759 -3.6471 -0.8137 0.0362 0.0160 -0.0193
H -2.3151 -4.2403 0.5664 0.0019 0.0185 -0.0159
H -0.1231 -3.2100 0.1051 -0.0088 0.0173 -0.0024
H 0.3813 -0.1598 -4.5769 -0.0023 -0.0439 -0.0051
H 0.3717 -0.9718 -6.9028 0.0033 -0.0324 0.0150
H 0.8722 -3.3412 -7.3931 0.0146 0.0187 0.0345
H 1.3948 -4.9178 -5.5655 -0.0156 0.0395 0.0002
H 1.3760 -4.1589 -3.2337 -0.0390 0.0203 -0.0392
H 3.9238 -3.3063 0.0452 -0.0062 0.0305 0.0221
H 5.0473 -2.4634 2.0854 -0.0222 0.0424 -0.0367
H 4.2477 -0.3012 3.0898 -0.0126 -0.0024 -0.0189
H 2.2798 0.7935 2.0884 -0.0641 -0.0030 0.0201
N -0.3088 0.3089 2.2390 0.0491 0.0243 0.0646
C -0.4866 0.6537 3.3418 -0.2767 -0.0624 0.3888
N -0.7245 0.9956 4.5566 0.1043 0.0618 -0.0627
C -2.0308 0.7443 5.2247 0.1057 0.0531 -0.0452
C -1.7797 -0.1153 6.4498 0.1279 0.0016 0.1153
O -0.8083 0.4768 7.2900 -0.0151 0.0253 -0.1218
C 0.4457 0.6174 6.6532 -0.1330 -0.1400 0.0680
C 0.3256 1.5416 5.4590 -0.1220 -0.0339 -0.0575
H -2.7104 0.2611 4.5263 0.0227 -0.0105 -0.0573
H -2.4398 1.7086 5.5240 0.0108 0.0643 -0.0440
H -1.4673 -1.1233 6.1502 0.0280 -0.0128 0.0028
H -2.6986 -0.1887 7.0262 -0.0105 -0.0448 0.0598
H 0.8237 -0.3625 6.3349 0.0246 -0.0257 0.0162
H 1.1329 1.0429 7.3796 0.0124 -0.0061 0.0677
H 1.2641 1.6449 4.9172 -0.0288 -0.0516 -0.0434
H -0.0119 2.5235 5.7875 -0.0030 0.0789 -0.0382

2.
79
Properties=species:S:1:pos:R:3:forces:R:3 method="wB97M-V/def2-TZVPD" total_charge=+1 homo_energy_ev=-10.79 max_force_ev_per_a=0.19 total_energy_ha=-3016.08547
Zr -0.2630 0.2951 -1.7098 -0.1061 -0.1369 0.0834
C -3.4106 2.0614 1.2319 0.0002 0.0077 -0.0041
C -2.2775 1.7931 0.2995 -0.0017 -0.0027 -0.0039
N -2.0691 0.6704 -0.2903 -0.0033 0.0274 -0.0397
N -2.8839 -0.3934 -0.0122 0.0042 -0.0191 -0.0138
C -2.3688 -1.4769 -0.5422 -0.0277 0.0380 0.0296
O -1.3139 -1.4511 -1.2994 -0.0040 0.0126 -0.0089
C -2.9726 -2.7861 -0.2393 -0.0167 -0.0038 -0.0292
C -2.3643 -3.9431 -0.7186 -0.0013 0.0018 0.0002
C -2.8954 -5.1842 -0.4060 0.0005 0.0042 0.0017
C -4.0350 -5.2721 0.3810 0.0039 -0.0056 0.0007
C -4.6459 -4.1184 0.8578 -0.0042 0.0022 -0.0010
C -4.1164 -2.8773 0.5524 -0.0007 0.0090 0.0039
C -1.2367 2.8054 0.0533 0.0025 0.0157 0.0157
C -1.2647 4.0507 0.6634 0.0097 0.0036 -0.0035
C -0.2251 4.9394 0.4453 -0.0014 -0.0042 0.0044
C 0.8216 4.5603 -0.3763 -0.0051 0.0057 0.0042
C 0.7829 3.3063 -0.9552 0.0141 -0.0281 -0.0115
N -0.2165 2.4429 -0.7558 -0.0170 -0.0193 0.0086
H -4.0608 1.1946 1.2799 0.0034 -0.0035 0.0014
H -3.9870 2.9242 0.8928 0.0049 0.0030 0.0006
H -3.0374 2.2875 2.2334 -0.0018 -0.0025 0.0026
H -1.4733 -3.8602 -1.3259 0.0005 0.0013 -0.0006
H -2.4215 -6.0831 -0.7774 -0.0015 -0.0005 -0.0013
H -4.4511 -6.2418 0.6217 -0.0004 0.0007 0.0014
H -5.5363 -4.1895 1.4684 -0.0014 -0.0013 -0.0002
H -4.5769 -1.9724 0.9239 0.0014 0.0015 -0.0041
H -2.0897 4.3157 1.3078 -0.0039 -0.0032 -0.0019
H -0.2326 5.9132 0.9162 -0.0012 0.0006 -0.0012
H 1.6603 5.2120 -0.5713 0.0008 -0.0029 -0.0022
H 1.5905 2.9725 -1.5959 0.0028 -0.0011 -0.0098
C -1.7964 0.2010 -3.7082 0.0326 -0.0017 0.0005
C -0.6037 -0.4555 -4.0830 -0.0006 0.0108 0.0310
C 0.4300 0.5076 -4.1308 -0.0165 0.0541 0.0361
C -0.1222 1.7530 -3.7666 0.0330 -0.0096 0.0057
C -1.4998 1.5642 -3.5012 -0.0043 -0.0439 0.0168
H -2.7575 -0.2680 -3.5641 -0.0007 0.0007 -0.0053
H -0.4977 -1.5118 -4.2761 -0.0010 0.0006 -0.0035
H 1.4581 0.3342 -4.4022 0.0000 0.0035 -0.0044
H 0.4097 2.6908 -3.7221 -0.0018 0.0019 0.0003
H -2.2003 2.3288 -3.2012 -0.0049 -0.0024 -0.0035
C 2.7372 2.8936 3.5394 0.0086 0.0104 -0.0043
C 1.7836 2.0399 4.0730 -0.0021 -0.0038 -0.0015
C 1.1990 1.0597 3.2820 -0.0102 -0.0192 -0.0022
C 1.5671 0.9287 1.9458 -0.0175 0.0347 -0.0141
C 2.5304 1.7902 1.4151 0.0231 -0.0051 -0.0065
C 3.1148 2.7633 2.2091 -0.0112 -0.0008 0.0105
P 0.8000 -0.2556 0.8008 0.0411 0.0554 -0.0445
C -0.0147 -1.5486 1.7681 -0.0283 0.0262 -0.0179
C -1.1428 -1.2154 2.5207 -0.0140 -0.0083 0.0006
C -1.8612 -2.1989 3.1793 0.0029 0.0094 0.0114
C -1.4729 -3.5280 3.0764 0.0108 -0.0001 0.0029
C -0.3641 -3.8679 2.3168 -0.0019 -0.0026 0.0040
C 0.3639 -2.8840 1.6624 0.0060 -0.0169 0.0036
C 2.0990 -0.9743 -0.2056 0.0626 0.0002 0.0001
C 3.2664 -1.6053 0.2241 -0.0018 0.0021 -0.0377
C 4.1076 -2.1517 -0.7273 0.0171 -0.0038 0.0448
C 3.7725 -2.0687 -2.0779 0.0008 -0.0104 -0.0342
C 2.6232 -1.4127 -2.4873 -0.0046 0.0101 0.0247
C 1.7477 -0.8246 -1.5597 0.0225 0.0474 -0.0502
H 3.1960 3.6505 4.1617 -0.0002 -0.0018 0.0014
H 1.4998 2.1266 5.1137 -0.0013 -0.0007 0.0010
H 0.4728 0.3860 3.7170 0.0173 0.0045 0.0094
H 2.8491 1.6811 0.3833 -0.0030 -0.0064 -0.0025
H 3.8725 3.4131 1.7899 0.0002 -0.0035 -0.0008
H -1.4766 -0.1846 2.5764 0.0006 -0.0146 -0.0072
H -2.7347 -1.9305 3.7592 -0.0017 -0.0024 -0.0005
H -2.0424 -4.2983 3.5794 -0.0008 -0.0017 -0.0021
H -0.0659 -4.9039 2.2244 -0.0015 -0.0013 0.0035
H 1.2170 -3.1620 1.0571 0.0029 0.0085 -0.0024
H 3.5086 -1.6658 1.2790 -0.0075 -0.0065 0.0030
H 5.0201 -2.6503 -0.4270 -0.0021 0.0010 0.0029
H 4.4269 -2.5179 -2.8150 0.0011 0.0061 -0.0011
H 2.4157 -1.3667 -3.5503 -0.0013 -0.0111 -0.0004
Cl 4.3904 4.2504 -1.2265 0.0037 -0.0044 -0.0079
C 4.8623 3.1121 -2.5012 -0.0069 0.0084 0.0184
Cl 3.8372 1.6674 -2.5016 0.0109 -0.0114 0.0016
H 5.8831 2.8023 -2.3153 0.0008 0.0007 0.0007
H 4.7622 3.6111 -3.4569 -0.0004 -0.0032 -0.0018